Entry 1:
ORCA calculation (ωB97M-V/def2-TZVPD) on C5H8O2 in the gas phase in a non-equilibrium geometry.

Last column: natural (NBO) charge in e.
Cartesian coordinates (Å):
O: 0.47260 2.03418 1.77749  -0.709
C: -0.46023 1.23583 1.08244  -0.086
C: 0.12475 0.75674 -0.22626  0.080
O: 1.29694 -0.09997 -0.04518  -0.534
C: 0.74912 -1.04113 -0.99496  0.081
C: -0.43696 -1.69258 -0.33958  -0.490
C: -0.54487 -0.33751 -1.01322  -0.266
H: 1.24721 1.47437 1.92302  0.472
H: -0.78333 0.36898 1.67710  0.168
H: -1.33911 1.86354 0.89117  0.185
H: 0.39140 1.61037 -0.86247  0.189
H: 1.40803 -1.50905 -1.70506  0.204
H: 0.03278 -1.95006 0.58893  0.246
H: -1.02230 -2.45969 -0.83975  0.227
H: -1.13603 -0.25401 -1.91366  0.234

Properties
maximum force: 1.85 eV Å⁻¹
E_LUMO: 1.051 eV
calculated total energy: -9406.666 eV
relative energy (zero: lowest compared OMol25 entry of this formula, charge and spin): 73.0 kcal/mol
E_HOMO: -9.37 eV
HOMO-LUMO gap: 0.383 Eh

Entry 2:
ORCA calculation (ωB97M-V/def2-TZVPD) on C5H8O2 in the gas phase in a non-equilibrium geometry.

Last column: natural (NBO) charge in e.
Cartesian coordinates (Å):
O: -0.09834 -0.40377 3.07009  -0.516
C: -0.17408 -0.12614 1.90148  0.616
C: 0.40969 0.94696 0.99693  -0.560
C: -0.31395 0.30335 -0.22562  -0.196
C: 0.38830 0.00899 -1.51094  -0.059
O: 1.32512 -1.02588 -1.36263  -0.718
C: -0.93545 -0.74919 0.72040  -0.528
H: 1.43309 1.32790 1.09687  0.242
H: -0.31532 1.74086 0.86408  0.256
H: -1.10953 1.00907 -0.53697  0.186
H: 0.86109 0.95087 -1.85048  0.162
H: -0.40450 -0.23058 -2.23244  0.162
H: 1.58460 -1.30503 -2.24703  0.473
H: -0.62751 -1.77255 0.50501  0.250
H: -2.02322 -0.67487 0.81127  0.230

Properties
maximum force: 2.37 eV Å⁻¹
E_LUMO: 0.630 eV
calculated total energy: -9407.772 eV
relative energy (zero: lowest compared OMol25 entry of this formula, charge and spin): 47.5 kcal/mol
E_HOMO: -9.46 eV
HOMO-LUMO gap: 0.371 Eh

Entry 3:
ORCA calculation (ωB97M-V/def2-TZVPD) on a molecular structure, C5H8O2.

Last column: natural (NBO) charge in e.
Cartesian coordinates (Å):
C: -1.44997 0.13832 0.97144  -0.493
C: -1.33783 -0.01545 -0.52667  0.067
O: -0.42556 0.76936 -1.25623  -0.520
C: 0.83466 0.84852 -0.67529  -0.027
C: 1.38834 -0.37247 -0.15758  -0.026
O: 0.56937 -1.32122 0.41445  -0.492
C: -0.81132 -1.08918 0.36982  0.053
H: -0.79066 0.85319 1.45390  0.235
H: -2.42409 0.03100 1.44108  0.229
H: -2.23058 -0.20189 -1.11530  0.208
H: 0.95666 1.81069 -0.19188  0.192
H: 2.47319 1.03708 -0.65609  0.069
H: 2.12882 -0.92613 -0.72441  0.208
H: 2.48058 0.49461 0.18936  0.090
H: -1.33039 -2.03985 0.43604  0.207

Properties
maximum force: 0.37 eV Å⁻¹
E_LUMO: 0.502 eV
calculated total energy: -9402.827 eV
relative energy (zero: lowest compared OMol25 entry of this formula, charge and spin): 161.5 kcal/mol
E_HOMO: -8.59 eV
HOMO-LUMO gap: 0.334 Eh

Entry 4:
ORCA calculation (ωB97M-V/def2-TZVPD) on C5H8O2 in the gas phase in a non-equilibrium geometry.

Last column: natural (NBO) charge in e.
Cartesian coordinates (Å):
O: 1.19604 0.50433 -2.14751  -0.693
C: 1.07277 0.67751 -0.76311  0.114
C: -0.34076 1.01849 -0.22250  -0.464
C: -0.24771 -0.21931 0.67011  0.072
C: -1.92062 -1.12911 1.72677  0.103
O: -1.41128 -1.03996 0.51479  -0.482
C: 1.09486 -0.61720 0.09277  -0.474
H: 0.57608 -0.19120 -2.40592  0.461
H: 1.82407 1.41268 -0.47161  0.182
H: -1.12415 0.95286 -0.98818  0.226
H: -0.46305 1.96363 0.31368  0.221
H: -0.22526 -0.04932 1.74564  0.219
H: -2.99485 -1.07513 1.52893  0.065
H: 1.10972 -1.55093 -0.47246  0.225
H: 1.85415 -0.65735 0.87860  0.226

Properties
maximum force: 1.34 eV Å⁻¹
E_LUMO: 0.465 eV
calculated total energy: -9404.944 eV
relative energy (zero: lowest compared OMol25 entry of this formula, charge and spin): 112.7 kcal/mol
E_HOMO: -8.62 eV
HOMO-LUMO gap: 0.334 Eh

Entry 5:
ORCA calculation (ωB97M-V/def2-TZVPD) on a molecular structure, C5H8O2.

Last column: natural (NBO) charge in e.
Cartesian coordinates (Å):
C: -1.85699 -0.29437 -0.25909  -0.639
C: -0.64025 0.56982 -0.02588  0.087
O: -0.25524 0.71357 1.35983  -0.515
C: 1.10957 0.45287 1.03733  0.051
C: 1.23890 -0.95818 0.54214  -0.462
C: 0.75667 0.10048 -0.39179  0.201
O: 1.31914 0.27160 -1.63834  -0.673
H: -1.60349 -1.35678 -0.20456  0.214
H: -2.61874 -0.06786 0.49341  0.229
H: -2.28267 -0.08949 -1.24637  0.215
H: -0.79748 1.57836 -0.44203  0.166
H: 1.87758 1.02657 1.54659  0.205
H: 2.26471 -1.25683 0.33641  0.232
H: 0.58444 -1.73849 0.92867  0.216
H: 0.90385 1.04873 -2.03632  0.473

Properties
maximum force: 0.36 eV Å⁻¹
E_LUMO: 0.822 eV
calculated total energy: -9407.284 eV
relative energy (zero: lowest compared OMol25 entry of this formula, charge and spin): 58.8 kcal/mol
E_HOMO: -8.99 eV
HOMO-LUMO gap: 0.361 Eh

Entry 6:
ORCA calculation (ωB97M-V/def2-TZVPD) on a molecular structure, C5H8O2.

Last column: natural (NBO) charge in e.
Cartesian coordinates (Å):
C: 0.33919 -1.58519 0.42447  -0.628
C: -0.00925 -0.13634 0.13783  0.238
C: 0.92345 0.82606 0.85703  -0.624
C: -0.33453 0.18181 -1.32451  -0.637
C: -1.22164 1.23312 -1.01947  0.794
O: -1.87181 2.18019 -1.20917  -0.463
O: -1.40130 0.17430 0.46068  -0.681
H: -0.34224 -2.26294 -0.09907  0.218
H: 1.36078 -1.79655 0.08886  0.216
H: 0.28250 -1.78860 1.49896  0.223
H: 0.60799 1.86428 0.70893  0.218
H: 0.92603 0.61892 1.93230  0.223
H: 1.94724 0.71771 0.48381  0.214
H: 0.27738 0.14936 -2.22293  0.244
H: -1.48379 -0.37614 -0.71772  0.446

Properties
maximum force: 0.99 eV Å⁻¹
E_LUMO: 0.740 eV
calculated total energy: -9406.086 eV
relative energy (zero: lowest compared OMol25 entry of this formula, charge and spin): 86.4 kcal/mol
E_HOMO: -9.50 eV
HOMO-LUMO gap: 0.376 Eh

Entry 7:
ORCA calculation (ωB97M-V/def2-TZVPD) on C5H8O2 in the gas phase.

Last column: natural (NBO) charge in e.
Cartesian coordinates (Å):
C: 1.58961 -0.62117 0.09404  -0.610
C: 0.46768 0.26093 0.66404  -0.247
C: -0.94452 -0.40959 0.42505  0.082
O: -1.04093 -1.71683 -0.06079  -0.700
C: -1.29307 0.70753 -0.53232  -0.009
O: -0.22138 0.92367 -1.45966  -0.493
C: -0.09906 1.46807 -0.15795  0.050
H: 2.53832 -0.10425 -0.07263  0.214
H: 1.30417 -1.10900 -0.84282  0.212
H: 1.77430 -1.43428 0.80872  0.218
H: 0.68431 0.48231 1.71375  0.211
H: -1.53727 -0.35118 1.34429  0.187
H: -0.86406 -1.65880 -1.00941  0.471
H: -2.25848 1.00142 -0.92466  0.203
H: -0.11367 2.55854 -0.07718  0.210

Properties
maximum force: 0.79 eV Å⁻¹
E_LUMO: 0.994 eV
calculated total energy: -9407.239 eV
relative energy (zero: lowest compared OMol25 entry of this formula, charge and spin): 59.8 kcal/mol
E_HOMO: -9.82 eV
HOMO-LUMO gap: 0.397 Eh

Entry 8:
ORCA calculation (ωB97M-V/def2-TZVPD) on 2 unconnected molecules or ions with the total composition C5H8O2 in a non-equilibrium geometry.

Last column: natural (NBO) charge in e.
Cartesian coordinates (Å):
C: 2.80588 0.09809 -0.25534  -0.328
C: 1.71636 -0.33901 0.36245  -0.263
C: -0.77228 0.64236 -0.03192  0.048
C: 0.39721 -0.20050 -0.20873  0.526
C: -2.17076 0.09986 0.01094  -0.649
O: -0.02529 0.51260 -1.25211  -0.446
O: -0.15757 -2.05135 -0.35543  -0.872
H: 3.78436 -0.01254 0.17813  0.206
H: 2.74378 0.59509 -1.21092  0.204
H: 1.74162 -0.85933 1.30874  0.236
H: -0.61255 1.60295 0.45481  0.187
H: -2.81439 0.65905 -0.66549  0.218
H: -2.55462 0.18866 1.02560  0.221
H: -2.16048 -0.95148 -0.27390  0.264
H: -0.03816 -2.18638 -1.29771  0.447

Properties
maximum force: 4.00 eV Å⁻¹
E_LUMO: 0.597 eV
calculated total energy: -9406.204 eV
relative energy (zero: lowest compared OMol25 entry of this formula, charge and spin): 83.7 kcal/mol
E_HOMO: -9.71 eV
HOMO-LUMO gap: 0.379 Eh

Entry 9:
ORCA calculation (ωB97M-V/def2-TZVPD) on C5H8O2 in the gas phase.

Last column: natural (NBO) charge in e.
Cartesian coordinates (Å):
C: -1.49471 -0.73511 -0.07036  -0.618
C: -0.47123 0.39228 -0.11640  0.147
O: -1.12582 1.59998 -0.36042  -0.698
C: 0.56809 0.28999 1.05087  -0.415
C: 1.51524 -0.52627 0.12802  -0.518
C: 0.74233 0.13254 -1.00113  0.579
O: 1.06734 0.67273 -2.02910  -0.531
H: -2.32808 -0.40657 0.55725  0.230
H: -1.87884 -0.95648 -1.06987  0.222
H: -1.07745 -1.65231 0.35637  0.207
H: -0.61705 2.06056 -1.04291  0.487
H: 0.97508 1.27673 1.28605  0.223
H: 0.22146 -0.20877 1.95854  0.218
H: 2.58942 -0.34088 0.14547  0.236
H: 1.31420 -1.59843 0.20761  0.232

Properties
maximum force: 0.56 eV Å⁻¹
E_LUMO: 0.921 eV
calculated total energy: -9408.832 eV
relative energy (zero: lowest compared OMol25 entry of this formula, charge and spin): 23.1 kcal/mol
E_HOMO: -9.74 eV
HOMO-LUMO gap: 0.392 Eh

Entry 10:
ORCA calculation (ωB97M-V/def2-TZVPD) on a molecular structure, C5H8O2 in a non-equilibrium geometry.

Last column: natural (NBO) charge in e.
Cartesian coordinates (Å):
O: 2.49653 0.44871 1.11405  -0.708
C: 1.87955 0.00221 -0.07753  -0.089
C: 0.41185 -0.13381 0.20104  0.086
O: -0.29876 1.06607 0.51294  -0.534
C: -1.44857 0.20723 0.44140  0.062
C: -1.91304 0.24206 -0.95797  -0.397
C: -0.75135 -0.68150 -0.61011  -0.292
H: 1.95830 1.18289 1.44401  0.473
H: 2.10978 0.65247 -0.92940  0.171
H: 2.25626 -1.00390 -0.28828  0.185
H: 0.34147 -0.72411 1.18084  0.142
H: -1.50645 -0.34402 1.39994  0.222
H: -1.81492 1.16718 -1.52453  0.235
H: -2.80140 -0.33189 -1.21589  0.234
H: -0.91925 -1.74960 -0.69050  0.212

Properties
maximum force: 1.86 eV Å⁻¹
E_LUMO: 1.027 eV
calculated total energy: -9405.631 eV
relative energy (zero: lowest compared OMol25 entry of this formula, charge and spin): 96.9 kcal/mol
E_HOMO: -9.18 eV
HOMO-LUMO gap: 0.375 Eh

Entry 11:
ORCA calculation (ωB97M-V/def2-TZVPD) on C5H8O2 in the gas phase.

Last column: natural (NBO) charge in e.
Cartesian coordinates (Å):
C: -1.53775 -0.69947 -0.11870  -0.619
C: -0.46642 0.38381 -0.12998  0.143
O: -1.04989 1.63290 -0.38106  -0.704
C: 0.53253 0.26227 1.06260  -0.415
C: 1.52711 -0.52098 0.16224  -0.523
C: 0.74712 0.06965 -1.00477  0.587
O: 1.03993 0.48320 -2.09783  -0.526
H: -2.28249 -0.44949 0.64392  0.225
H: -2.04018 -0.73900 -1.08975  0.224
H: -1.12372 -1.68840 0.10883  0.208
H: -0.65807 1.96299 -1.20405  0.487
H: 0.91987 1.24880 1.32781  0.225
H: 0.15946 -0.24318 1.95691  0.216
H: 2.58828 -0.26589 0.20725  0.237
H: 1.40573 -1.60652 0.23784  0.234

Properties
maximum force: 0.59 eV Å⁻¹
E_LUMO: 0.912 eV
calculated total energy: -9408.861 eV
relative energy (zero: lowest compared OMol25 entry of this formula, charge and spin): 22.4 kcal/mol
E_HOMO: -9.75 eV
HOMO-LUMO gap: 0.392 Eh

Entry 12:
ORCA calculation (ωB97M-V/def2-TZVPD) on 2 unconnected molecules or ions with the total composition C5H8O2 in a non-equilibrium geometry.

Last column: natural (NBO) charge in e.
Cartesian coordinates (Å):
C: -0.01081 0.11207 -1.65337  -0.653
C: -0.86404 -0.77809 -0.81647  -0.254
C: -1.62265 -0.30839 0.16308  0.095
O: -1.70742 1.03394 0.50632  -0.703
H: -0.65363 0.49787 -2.41434  0.218
H: 0.38937 0.97862 -1.10632  0.225
H: 0.79570 -0.48008 -2.09419  0.216
H: -0.89228 -1.84646 -1.01797  0.212
H: -2.34588 -0.97234 0.57722  0.168
H: -2.42847 1.13391 1.14051  0.484
C: 1.33994 -0.12734 1.25086  -0.800
C: 2.52555 0.42884 1.21085  0.719
O: 3.58339 0.94106 1.17555  -0.471
H: 0.49744 0.54891 1.46721  0.279
H: 1.39378 -1.16253 1.61105  0.265

Properties
maximum force: 1.99 eV Å⁻¹
E_LUMO: 0.627 eV
calculated total energy: -9407.474 eV
relative energy (zero: lowest compared OMol25 entry of this formula, charge and spin): 54.4 kcal/mol
E_HOMO: -8.66 eV
HOMO-LUMO gap: 0.341 Eh

- What is the HOMO-LUMO gap in the ninth record?
  0.392 Eh

- The lowest maximum force belongs to which entry?
  number 5

- Number 6 is which compound?
  C5H8O2